119
Properties=species:S:1:pos:R:3:mulliken_charge:R:1 method="wB97M-V/def2-TZVPD" charge=+3 energy_ha=-6567.67062 relative_energy_kj_mol=0.00
Hf -3.06837 -1.32646 -1.17682 0.449
C 3.29934 -3.74109 0.93419 -1.810
C 2.62059 -2.56158 1.53049 0.427
C 3.05695 -2.06016 2.73561 -0.307
C 2.39740 -1.01121 3.37505 -0.227
N 1.41849 -0.33723 2.77579 -0.658
N 1.09392 -0.75089 1.57197 0.987
B 0.13417 0.22126 0.80578 -0.260
N 0.78908 0.56539 -0.57604 0.680
N 2.07293 0.85435 -0.27662 -0.130
C 2.83174 1.34815 -1.20759 -0.289
C 2.32146 1.55069 -2.52475 -0.613
C 1.04674 1.17733 -2.84980 -0.139
C 0.55983 1.33196 -4.25644 -1.682
C 0.24677 0.66658 -1.79078 0.573
S -1.35852 0.19128 -2.30345 0.433
C 4.29359 1.61826 -0.87891 1.963
C 4.62997 3.12057 -1.14192 -1.426
C 5.13106 0.69227 -1.79163 -1.635
C 4.66283 1.32483 0.57889 -1.414
N -0.19314 1.56861 1.50359 0.825
N 0.58141 2.61582 1.71770 -0.821
C -0.06534 3.59850 2.35701 -0.721
C -1.38571 3.38782 2.86670 -0.229
C -2.16735 2.31314 2.54412 0.316
C -3.60575 2.11715 2.93799 -1.648
C -1.46698 1.37531 1.80773 0.755
S -1.75805 -0.25209 1.21604 -0.241
C 0.66177 4.89127 2.49689 2.425
C 2.04932 4.67829 3.10144 -1.280
C -0.13504 5.82720 3.42638 -2.339
C 0.80333 5.52544 1.11181 -1.464
C 1.51792 -1.86862 0.99623 0.134
S 0.64207 -2.27632 -0.51561 0.124
C 2.66630 -0.57996 4.82479 2.100
C 1.82787 -1.53400 5.65669 -1.546
C 2.26961 0.85636 5.07845 -1.855
C 4.14706 -0.76980 5.11708 -1.864
H 4.28220 -3.45745 0.59299 0.501
H 3.46054 -4.52777 1.67476 0.429
H 2.72294 -4.12845 0.09493 0.332
H 3.90749 -2.45889 3.24510 0.500
H 2.96774 1.97744 -3.30316 0.525
H 1.30919 1.83231 -4.84359 0.495
H 0.32122 0.35434 -4.70258 0.263
H -0.34892 1.91878 -4.35605 0.357
H 4.39586 3.47454 -2.13925 0.321
H 3.98728 3.71177 -0.44118 0.228
H 5.70396 3.22209 -0.94210 0.486
H 4.91210 0.79836 -2.85273 0.371
H 6.22842 0.85075 -1.64363 0.429
H 4.94686 -0.33962 -1.53290 0.363
H 4.02700 1.93152 1.25510 -0.080
H 4.42931 0.27907 0.80015 0.183
H 5.70227 1.54343 0.72242 0.578
H -1.83280 4.19257 3.41215 0.738
H -4.26684 2.79511 2.40033 0.337
H -3.84029 1.08225 2.75719 0.432
H -3.71794 2.32978 4.01783 0.448
H 1.95666 4.31208 4.12602 0.364
H 2.69704 3.97786 2.51593 0.059
H 2.53335 5.66520 3.10916 0.449
H -0.25843 5.42462 4.44738 0.435
H 0.35058 6.78936 3.46046 0.450
H -1.12065 6.07116 3.03898 0.470
H 1.37981 4.85545 0.45092 0.165
H -0.14739 5.68324 0.57290 0.329
H 1.28161 6.46231 1.13843 0.492
H 0.76167 -1.46530 5.30612 0.268
H 2.19496 -2.59356 5.47880 0.355
H 1.89940 -1.25623 6.71659 0.454
H 1.21185 1.05756 4.95607 0.236
H 2.55134 1.08343 6.09434 0.548
H 2.82012 1.54413 4.42156 0.364
H 4.44389 -1.80272 5.09699 0.472
H 4.77982 -0.17559 4.43527 0.346
H 4.35556 -0.47782 6.11710 0.493
C -4.52722 0.20302 -5.06870 -0.961
C -3.66306 -0.95703 -5.28385 0.293
N -3.12109 -1.15664 -6.50102 -0.573
C -2.17118 -2.02170 -6.66950 -0.963
C -1.58597 -2.76425 -5.67197 0.382
C -0.43956 -3.68085 -5.99570 -1.004
O 0.65669 -3.32258 -5.16922 -0.443
C -2.13908 -2.59807 -4.37662 0.360
C -1.59663 -3.37143 -3.26659 0.241
N -1.74278 -3.18192 -1.99280 0.851
C -1.16177 -4.17288 -1.09317 -1.588
C -1.70370 -5.41894 -1.02150 0.073
C -1.30877 -6.33878 -0.08074 -0.836
C -0.39649 -5.97422 0.92277 -1.026
C 0.14788 -4.67696 0.90227 -0.512
C -0.15032 -3.83726 -0.14751 1.390
I -3.77652 -3.18333 0.73405 -0.210
C -3.25104 -1.72803 -4.20148 0.385
O -3.73695 -1.53479 -2.97476 -0.600
H -5.06695 0.44661 -5.97625 0.447
H -3.85758 1.04766 -4.74752 0.146
H -5.27666 0.03162 -4.25658 0.203
H -1.75916 -2.17749 -7.67223 0.371
H -0.16981 -3.57206 -7.03876 0.430
H -0.71326 -4.72457 -5.80455 0.397
H 1.39815 -3.89112 -5.35856 0.290
H -1.01066 -4.26526 -3.55860 0.610
H -2.49389 -5.68131 -1.68221 0.603
H -1.77629 -7.31473 -0.06381 0.426
H -0.15052 -6.66729 1.72778 0.436
H 0.88510 -4.43518 1.65462 0.555
Br -3.94231 2.33668 -0.89225 0.013
C -5.35906 1.09564 -0.80524 0.427
C -6.66964 1.58984 -0.70427 -0.779
C -7.70402 0.68753 -0.52918 -0.206
C -7.41737 -0.68647 -0.67990 -0.945
C -6.11167 -1.03927 -0.81392 -0.106
N -5.08018 -0.18833 -0.82560 0.029
H -6.82712 2.66027 -0.63845 0.473
H -8.71605 1.07442 -0.32382 0.428
H -8.22026 -1.40610 -0.60195 0.474
H -5.85128 -2.08996 -0.92957 0.442

=====

119
Properties=species:S:1:pos:R:3:mulliken_charge:R:1 method="wB97M-V/def2-TZVPD" energy_ha=-3936.41676 relative_energy_kj_mol=202.36
Mg -0.79612 1.62686 0.95445 0.193
O 2.70387 3.78334 0.44978 -0.686
C 1.70611 3.06277 0.39788 0.294
N 1.18763 2.20598 1.31348 0.328
C 1.95658 1.75005 2.31352 0.110
O 3.17640 1.91019 2.55441 -0.716
C 1.12028 0.86424 3.24448 0.067
C 1.65305 0.08904 4.25728 -0.543
C 0.81153 -0.63871 5.00554 -0.434
C -0.50812 -0.81341 4.58391 -0.384
C -0.95869 0.00876 3.53735 -0.180
N -0.17863 0.80821 2.85649 0.450
C 0.88450 3.05253 -0.91165 0.560
C 1.58834 3.47913 -2.03833 -0.730
C 1.01592 3.28926 -3.31920 -0.592
C -0.21671 2.63310 -3.38902 -1.166
C -0.76930 2.09699 -2.20668 0.151
N -0.34858 2.44727 -0.99462 0.314
H 2.76634 0.12758 4.41055 0.413
H 1.13457 -1.30560 5.81223 0.368
H -1.12445 -1.63080 4.95814 0.409
H -1.99052 -0.00559 3.21633 0.202
H 2.50563 4.05217 -1.83206 0.502
H 1.51359 3.77112 -4.15452 0.433
H -0.66121 2.39453 -4.32070 0.510
H -1.54932 1.33836 -2.28382 0.295
Cl 3.17805 -1.49477 -0.95213 -0.095
C 4.46842 -1.07777 -2.13475 -0.141
C 4.28379 -1.29822 -3.49381 -0.726
C 5.22197 -0.83672 -4.44754 -0.492
C 6.43684 -0.32028 -4.03045 -0.710
C 6.63163 -0.12213 -2.65983 -0.029
C 5.67457 -0.49688 -1.67853 0.547
P 5.61889 -0.30133 0.18473 0.370
C 7.04321 0.80132 0.32598 0.564
C 6.77589 2.06275 0.81997 -0.553
C 7.85280 2.94851 0.94037 -0.458
C 9.18255 2.47680 0.62590 -0.495
C 9.38779 1.16059 0.12512 -0.845
C 8.26654 0.35455 -0.10319 -0.362
C 6.33591 -1.86028 0.79999 0.470
C 5.94949 -3.03511 0.06206 -0.500
C 6.53118 -4.23069 0.42139 -0.474
C 7.40534 -4.39689 1.57103 -0.583
C 7.67199 -3.27362 2.29584 -0.427
C 7.11626 -2.02215 1.95890 -0.380
H 3.30742 -1.68687 -3.73786 0.474
H 5.09402 -0.93600 -5.51521 0.389
H 7.26706 -0.02590 -4.66832 0.385
H 7.62617 0.27107 -2.35328 0.312
H 5.78716 2.35556 1.15938 0.410
H 7.71307 3.95651 1.32209 0.418
H 10.08527 3.06931 0.83125 0.358
H 10.32427 0.86700 -0.34873 0.340
H 8.35200 -0.69624 -0.50398 0.516
H 5.17860 -2.86595 -0.68520 0.201
H 6.12959 -5.18690 0.00459 0.265
H 7.66696 -5.38963 1.87662 0.399
H 8.23563 -3.28611 3.19307 0.424
H 7.43567 -1.17400 2.49519 0.452
N -2.09711 0.24087 0.42445 0.910
P -3.29731 -0.47321 -0.14924 -2.790
N -3.04610 -2.04071 -0.81348 1.134
C -3.81936 -3.27442 -0.55453 -0.303
C -3.50958 -4.40084 -1.54072 -1.102
C -1.97784 -4.76862 -1.60748 -0.697
C -1.08028 -3.50227 -1.30838 -1.007
C -1.81967 -2.18449 -1.61454 -0.241
N -3.98255 0.35853 -1.46517 0.851
C -4.01172 1.79398 -1.34828 0.993
C -4.61896 2.52980 -2.58984 -1.122
C -5.91988 1.95068 -3.12461 -0.751
C -5.79859 0.41018 -3.33334 -0.995
C -5.00946 -0.38018 -2.24209 -0.064
N -4.62818 -0.80174 0.98317 1.174
C -4.35855 -1.62853 2.19869 -0.826
C -5.55644 -2.49816 2.70470 -1.044
C -6.81010 -1.63616 2.94991 -0.836
C -7.00997 -0.70015 1.69765 -0.902
C -5.77066 0.13907 1.27830 -0.334
H -4.86360 -2.96407 -0.63849 0.330
H -3.70433 -3.59472 0.53645 0.152
H -3.92473 -4.09634 -2.50250 0.343
H -4.08477 -5.32383 -1.32076 0.455
H -1.77159 -5.01819 -2.65741 0.312
H -1.77224 -5.56561 -0.95205 0.369
H -0.14634 -3.47878 -1.87750 0.454
H -0.70365 -3.58202 -0.27989 0.284
H -1.97619 -2.12944 -2.66512 0.268
H -1.10587 -1.36066 -1.39533 0.064
H -2.99473 2.14391 -1.21751 -1.130
H -4.58502 2.13133 -0.46282 0.073
H -3.84137 2.58152 -3.40420 0.252
H -4.65395 3.59079 -2.29254 0.478
H -6.22541 2.55488 -3.99762 0.426
H -6.63873 2.14587 -2.30470 0.279
H -5.42536 0.20819 -4.34775 0.356
H -6.75028 -0.03595 -3.18619 0.425
H -4.50594 -1.15695 -2.76640 0.034
H -5.73271 -0.92466 -1.57107 0.308
H -4.13025 -1.00647 3.10280 0.290
H -3.44900 -2.28290 2.09615 0.570
H -5.25212 -3.02523 3.55817 0.537
H -5.83966 -3.18696 1.86637 0.242
H -6.63582 -1.01621 3.86788 0.307
H -7.73299 -2.18980 3.18010 0.414
H -7.81589 0.01155 1.81565 0.492
H -7.34054 -1.42489 0.89844 0.204
H -5.44443 0.79723 2.12998 0.306
H -6.04051 0.72520 0.39608 0.128
N -4.36305 5.99643 1.53095 -0.593
N -3.45074 4.95525 1.74626 1.018
N -2.79858 4.88941 2.92146 -0.945
C -1.91370 3.94217 2.63718 -0.232
N -2.04734 3.37260 1.44061 -0.042
N -3.09375 3.99197 0.89503 -0.539
H -4.85882 6.15520 2.44262 0.310
H -4.95837 5.72368 0.76011 0.287
H -1.16407 3.60600 3.35653 0.476

=====

118
Properties=species:S:1:pos:R:3:mulliken_charge:R:1 method="wB97M-V/def2-TZVPD" charge=-1 energy_ha=-4254.04014 relative_energy_kj_mol=0.00
Sc 0.96031 -0.58370 -0.40245 -3.088
C -1.09288 3.16716 4.95138 -1.189
O -0.26402 3.17751 3.81239 0.387
C 0.00847 4.21952 2.97756 -0.050
C -0.16255 5.58619 3.16656 -0.844
C 0.26415 6.55017 2.25937 -0.605
C 0.74198 6.14499 1.05411 -0.864
C 0.99993 4.73990 0.82485 0.112
C 0.66594 3.84539 1.81549 -0.115
N 1.13855 2.47938 1.70722 0.519
C 0.35506 1.44080 1.34200 -1.378
N -0.70500 1.78446 0.47146 1.478
C -2.02522 1.30813 0.66430 -0.933
C -2.41198 -0.03146 0.50701 0.020
C -3.71140 -0.30021 0.83038 -0.368
C -4.62650 0.62967 1.27557 -1.616
C -4.24368 1.94948 1.31600 -0.604
C -2.96684 2.27431 0.97834 1.116
O -2.46859 3.55751 0.85570 -0.220
C -3.26611 4.58673 1.32448 -1.229
N 0.60028 0.20028 1.61390 1.002
C 1.63325 -0.16922 2.57823 -1.129
C 3.06772 0.10695 1.96350 2.809
C 3.91745 1.11674 2.63955 -1.171
C 3.51206 1.58211 3.79405 -0.962
C 2.32160 1.17949 4.54544 -0.933
C 1.35095 0.40070 3.93525 0.408
O 0.22146 -0.02585 4.62829 -0.543
C -1.00124 -0.14633 3.87066 -0.201
H -0.69490 2.48215 5.60247 0.291
H -2.07885 2.86222 4.59614 0.325
H -1.18207 4.12164 5.46592 0.434
H -0.51221 5.90020 4.11413 0.409
H 0.19371 7.69117 2.53524 0.229
H 1.05692 6.82161 0.26457 0.418
H 1.38338 4.40379 -0.15009 0.539
H 1.79941 2.22920 2.45180 0.301
H -0.67104 2.71569 0.11729 0.618
H -4.08672 -1.32008 0.76970 0.530
H -5.63379 0.39575 1.56780 0.523
H -4.93987 2.66369 1.68996 0.488
H -2.80016 5.49083 0.98202 0.317
H -3.39835 4.55857 2.42774 0.352
H -4.27409 4.63721 0.95232 0.432
H 3.02254 0.43658 0.85432 -0.823
H 4.80834 1.44547 2.08349 0.489
H 4.08714 2.34670 4.29767 0.355
H 2.12691 1.49909 5.55235 0.528
H -1.17646 -1.15946 3.50773 0.089
H -1.10754 0.59232 3.12235 -0.088
H -1.77231 0.00413 4.62276 0.435
C -0.82275 0.85685 -3.59508 -1.180
Si -0.20791 -0.94969 -3.53272 -0.034
C -0.09822 -1.69342 -5.27024 -1.042
C -1.65357 -1.89590 -2.87371 -0.908
C 1.42576 -1.07034 -2.58497 2.461
Si 2.71687 0.14247 -3.24757 1.215
C 2.14896 1.95887 -3.49239 -1.304
C 4.30786 0.22459 -2.08615 -1.333
C 3.14716 -0.44029 -4.94719 -1.186
Si 2.17456 -2.80342 -2.34862 0.708
C 1.01414 -4.23049 -2.70457 -1.376
C 3.87753 -3.24587 -3.11138 -1.685
C 2.62699 -3.10578 -0.55523 -0.017
C 3.06262 -4.30793 -0.14693 -0.965
C 3.17454 -4.53937 1.28124 -0.748
C 3.14350 -3.49194 2.14181 -1.554
C 2.71165 -2.11452 1.71737 1.273
N 2.38119 -2.06021 0.33295 1.464
H -1.84235 1.00723 -4.03149 0.447
H -0.25291 1.50160 -4.26705 0.543
H -0.87080 1.26881 -2.55930 -0.114
H -1.09599 -1.66209 -5.74888 0.351
H 0.13884 -2.78734 -5.21002 0.223
H 0.75148 -1.38304 -5.87742 0.348
H -2.45474 -2.00458 -3.65460 0.572
H -2.68914 -0.22884 -1.98613 0.053
H -1.32110 -2.92233 -2.66969 0.530
H 1.51361 2.40412 -2.71171 0.148
H 1.73908 2.25939 -4.46995 0.436
H 3.11869 2.55964 -3.39620 0.321
H 4.06096 1.12374 -1.56679 0.279
H 5.22929 0.27854 -2.62565 0.545
H 4.27274 -0.58913 -1.37217 0.180
H 3.37396 -1.52263 -5.02591 0.137
H 3.99591 0.07622 -5.38974 0.480
H 2.28321 -0.23200 -5.60702 0.160
H 0.20233 -4.11160 -3.46519 0.403
H 0.49133 -4.49914 -1.78996 0.360
H 1.61670 -5.10552 -2.97822 0.428
H 3.90092 -3.37354 -4.17663 0.455
H 4.15857 -4.14590 -2.58177 0.497
H 4.58407 -2.43245 -2.88042 0.259
H 3.20703 -5.11490 -0.81198 0.402
H 3.33741 -5.50761 1.74036 0.376
H 3.11414 -3.79344 3.19177 0.256
H 1.71116 -1.97713 3.55488 0.729
F 1.98114 1.02124 -0.64837 -0.893
O 3.80731 -1.07601 1.99017 -0.756
N 1.60110 -1.61108 2.61655 -0.359
N -0.26304 -4.34383 4.04472 -0.732
C -0.36403 -4.22468 2.90851 0.490
N -0.63546 -4.13075 1.61053 -0.996
C -0.87679 -3.05959 0.98060 0.935
N -1.30279 -2.16299 0.41569 0.288
C -1.54613 -0.96058 -0.35802 0.516
C -2.40003 -1.25336 -1.66167 -0.001
C -3.72619 -1.88091 -1.54310 0.131
C -4.75197 -1.01588 -1.99499 -0.032
C -6.07927 -1.38196 -1.85316 -0.807
C -6.42241 -2.67007 -1.45396 -0.489
C -5.40189 -3.57547 -1.09645 -0.754
C -4.05981 -3.17497 -1.14333 0.275
H -4.57388 -0.06838 -2.53359 0.306
H -6.95564 -0.70870 -2.01313 0.312
H -7.49733 -2.99788 -1.59764 0.287
H -5.57919 -4.66834 -1.05898 0.322
H -3.32209 -3.96477 -0.94836 0.365

=====

Number 1: gap between HOMO and LUMO 7.2 eV, HOMO energy -15.3 eV. Number 2: gap between HOMO and LUMO 7.3 eV, HOMO energy -7.2 eV. Number 3: gap between HOMO and LUMO 6.3 eV, HOMO energy -4.4 eV.